No. 1
{"formula": "C18H14CeF6N3O5S4", "method": "the ωB97M-V functional and the def2-TZVPD basis", "symbols": ["Ce", "C", "C", "N", "N", "C", "S", "S", "C", "C", "C", "C", "C", "C", "C", "C", "C", "C", "C", "C", "C", "O", "H", "H", "H", "H", "H", "H", "H", "H", "H", "H", "H", "H", "H", "H", "F", "C", "F", "F", "S", "O", "O", "N", "S", "O", "O", "C", "F", "F", "F"], "coordinates": [[-1.122, 0.101, -1.853], [2.564, -1.503, 0.618], [1.801, -0.709, -0.421], [0.502, -0.593, -0.306], [-0.211, -1.103, 0.784], [-1.139, -1.975, 0.451], [-1.625, -2.495, -1.143], [-2.043, -2.692, 1.783], [-0.762, -2.702, 3.076], [-0.940, -1.628, 4.145], [-1.277, -1.976, 5.466], [-1.422, -0.970, 6.431], [-1.242, 0.369, 6.096], [-0.903, 0.724, 4.785], [-0.742, -0.272, 3.816], [2.532, -0.161, -1.550], [3.908, 0.128, -1.435], [4.622, 0.547, -2.533], [3.985, 0.729, -3.790], [2.644, 0.514, -3.926], [1.896, 0.058, -2.824], [0.636, -0.201, -3.069], [1.834, -1.843, 1.351], [3.313, -0.920, 1.136], [3.038, -2.381, 0.167], [0.223, -2.669, 2.634], [-0.881, -3.663, 3.579], [-1.415, -3.025, 5.740], [-1.701, -1.230, 7.441], [-1.363, 1.136, 6.845], [-0.764, 1.768, 4.533], [-0.474, -0.003, 2.797], [4.394, 0.043, -0.477], [5.686, 0.747, -2.458], [4.591, 1.098, -4.617], [2.082, 0.679, -4.834], [-2.978, -1.231, -3.833], [-3.032, 0.091, -4.276], [-3.858, 0.241, -5.308], [-1.732, 0.466, -4.621], [-3.613, 1.163, -2.756], [-3.520, 0.201, -1.579], [-4.887, 1.813, -2.915], [-2.319, 2.190, -2.737], [-1.767, 2.860, -1.335], [-2.463, 4.063, -0.940], [-1.671, 1.792, -0.242], [0.082, 3.092, -1.895], [0.857, 2.350, -1.005], [0.410, 4.395, -1.835], [0.265, 2.589, -3.161]], "multiplicity": 2, "total_charge": 0, "gap_ev": [8.19, 8.21], "total_energy_ha": -3901.8446, "homo_ev": [-8.40, -8.41]}

---

No. 2
{"formula": "C45H105N7O8", "method": "the ωB97M-V functional and the def2-TZVPD basis", "symbols": ["C", "C", "C", "C", "C", "C", "C", "C", "C", "N", "O", "H", "H", "H", "H", "H", "H", "H", "H", "H", "H", "H", "H", "H", "H", "H", "H", "H", "H", "H", "C", "C", "C", "C", "C", "C", "C", "C", "C", "N", "O", "H", "H", "H", "H", "H", "H", "H", "H", "H", "H", "H", "H", "H", "H", "H", "H", "H", "H", "H", "C", "C", "C", "C", "C", "C", "C", "C", "C", "N", "O", "H", "H", "H", "H", "H", "H", "H", "H", "H", "H", "H", "H", "H", "H", "H", "H", "H", "H", "H", "C", "O", "C", "C", "C", "N", "H", "H", "H", "H", "H", "H", "H", "H", "H", "H", "H", "C", "O", "C", "C", "C", "N", "H", "H", "H", "H", "H", "H", "H", "H", "H", "H", "H", "C", "O", "C", "C", "C", "N", "H", "H", "H", "H", "H", "H", "H", "H", "H", "H", "H", "C", "O", "C", "C", "N", "C", "C", "O", "C", "H", "H", "H", "H", "H", "H", "H", "H", "H", "H", "H", "H", "H", "H", "H"], "coordinates": [[2.649, -0.996, -3.180], [1.500, 0.010, -3.254], [1.813, 1.172, -4.247], [0.082, -0.675, -3.674], [-0.665, -1.378, -2.526], [-0.822, -0.451, -1.324], [0.467, 0.279, -0.836], [0.061, 1.433, 0.142], [1.320, -0.671, 0.103], [1.269, 0.735, -1.950], [2.359, 1.291, -1.484], [3.557, -0.678, -3.694], [2.957, -1.209, -2.156], [2.267, -1.875, -3.698], [0.985, 1.841, -4.479], [2.660, 1.829, -4.045], [2.137, 0.758, -5.201], [-0.542, 0.083, -4.146], [0.288, -1.421, -4.443], [-1.638, -1.706, -2.893], [-0.237, -2.313, -2.165], [-1.148, -1.004, -0.444], [-1.650, 0.226, -1.535], [-0.528, 1.176, 1.023], [-0.613, 2.087, -0.412], [0.975, 1.960, 0.418], [2.090, -0.113, 0.637], [1.769, -1.490, -0.459], [0.791, -1.066, 0.970], [2.460, 2.132, -1.935], [0.061, -6.144, 8.966], [0.369, -5.096, 10.013], [1.481, -4.074, 9.646], [-0.973, -4.203, 10.146], [-2.079, -4.872, 10.853], [-1.791, -5.137, 12.229], [-0.560, -6.084, 12.400], [0.042, -5.792, 13.759], [-1.127, -7.522, 12.210], [0.489, -5.662, 11.423], [1.517, -6.547, 11.409], [-0.849, -6.682, 9.230], [0.090, -5.726, 7.960], [0.903, -6.821, 8.822], [2.078, -4.518, 8.850], [0.945, -3.362, 9.018], [2.216, -3.771, 10.391], [-0.705, -3.278, 10.656], [-1.448, -4.037, 9.179], [-3.078, -4.440, 10.809], [-2.173, -5.857, 10.395], [-2.727, -5.626, 12.498], [-1.726, -4.317, 12.944], [-0.715, -5.876, 14.538], [0.336, -4.761, 13.957], [0.873, -6.490, 13.859], [-0.637, -8.231, 11.541], [-2.167, -7.647, 11.908], [-1.225, -8.045, 13.161], [2.131, -6.040, 11.945], [-8.737, -9.842, 4.878], [-8.168, -9.056, 3.641], [-9.213, -8.833, 2.616], [-7.608, -7.727, 4.158], [-6.689, -7.036, 3.231], [-5.527, -7.858, 2.835], [-5.960, -9.232, 2.269], [-6.430, -8.981, 0.748], [-4.754, -10.156, 2.173], [-7.015, -9.810, 3.116], [-7.477, -11.025, 2.732], [-8.228, -9.612, 5.813], [-9.793, -9.675, 5.092], [-8.508, -10.906, 4.808], [-9.977, -8.238, 3.117], [-8.863, -8.293, 1.736], [-9.784, -9.716, 2.329], [-8.318, -7.010, 4.567], [-7.019, -7.975, 5.041], [-7.220, -6.787, 2.313], [-6.336, -6.118, 3.702], [-4.857, -8.085, 3.665], [-4.779, -7.304, 2.267], [-6.952, -9.825, 0.297], [-5.520, -8.750, 0.194], [-7.140, -8.156, 0.681], [-4.866, -10.883, 1.369], [-4.710, -10.550, 3.189], [-3.810, -9.629, 2.035], [-6.765, -11.635, 2.939], [3.914, 8.365, -4.144], [2.914, 8.218, -3.150], [1.860, 9.224, -3.141], [0.718, 8.873, -4.171], [-0.177, 7.794, -3.735], [1.227, 8.541, -5.518], [4.071, 7.427, -4.677], [4.867, 8.765, -3.797], [3.651, 8.998, -4.992], [1.347, 9.486, -2.216], [2.352, 10.182, -3.305], [0.091, 9.736, -4.393], [-0.994, 7.587, -4.427], [-0.549, 7.949, -2.722], [0.322, 6.834, -3.609], [0.353, 8.280, -5.953], [1.916, 7.812, -5.633], [-7.202, 5.111, 2.396], [-7.102, 4.754, 1.091], [-7.749, 5.475, 0.079], [-9.199, 4.836, -0.025], [-9.342, 3.326, -0.125], [-9.651, 5.443, -1.334], [-8.184, 5.162, 2.867], [-6.911, 6.148, 2.562], [-6.569, 4.523, 3.061], [-7.709, 6.564, 0.099], [-7.109, 5.256, -0.776], [-9.677, 5.143, 0.905], [-8.866, 2.891, -1.004], [-10.404, 3.080, -0.138], [-8.800, 2.815, 0.670], [-9.930, 6.409, -1.237], [-10.494, 4.990, -1.657], [11.108, 1.735, 3.594], [10.379, 2.689, 2.786], [9.912, 2.224, 1.534], [10.823, 1.995, 0.305], [11.365, 3.338, -0.144], [10.147, 1.289, -0.829], [10.482, 0.865, 3.794], [11.285, 2.077, 4.614], [12.037, 1.562, 3.051], [9.403, 1.267, 1.646], [9.115, 2.921, 1.275], [11.671, 1.373, 0.591], [12.091, 3.689, 0.589], [10.682, 4.167, -0.328], [12.020, 3.156, -0.996], [10.200, 1.775, -1.713], [9.199, 1.020, -0.606], [3.308, 3.491, -13.445], [2.877, 4.813, -13.153], [3.752, 5.715, -12.672], [4.965, 6.019, -13.733], [5.016, 7.372, -14.320], [5.264, 8.386, -13.222], [6.733, 8.666, -12.665], [7.333, 9.412, -13.754], [8.042, 10.617, -13.322], [2.477, 2.803, -13.602], [3.892, 3.026, -12.651], [3.980, 3.478, -14.304], [4.148, 5.589, -11.665], [3.314, 6.698, -12.496], [4.835, 5.476, -14.669], [5.924, 5.617, -13.406], [5.716, 7.643, -14.995], [4.467, 8.338, -12.480], [5.142, 9.371, -13.673], [7.141, 7.658, -12.599], [6.688, 9.258, -11.750], [8.444, 10.997, -14.262], [9.006, 10.472, -12.835], [7.497, 11.342, -12.717]], "multiplicity": 1, "smiles": "CC1(C)CCCC(C)(C)N1O.CC1(C)CCCC(C)(C)N1O.CC1(C)CCCC(C)(C)N1O.COC[C@H](C)N.COC[C@H](C)N.COC[C@H](C)N.COCCNCCOC", "total_charge": 0, "gap_ev": 8.19, "total_energy_ha": -2762.2251, "e_above_lowest_kj_mol": 79.16, "homo_ev": -7.72}

---

No. 3
{"formula": "C4H8N2OS", "method": "the ωB97M-V functional and the def2-TZVPD basis", "symbols": ["O", "C", "C", "N", "N", "C", "C", "S", "H", "H", "H", "H", "H", "H", "H", "H"], "coordinates": [[1.707, -1.576, 0.562], [0.704, -0.975, -0.351], [1.343, 0.322, -0.941], [1.022, 1.543, -0.686], [-0.097, 1.784, 0.182], [-0.135, 0.740, 1.269], [-0.450, -0.584, 0.532], [-1.993, -0.541, -0.415], [2.611, -1.331, 0.131], [0.615, -1.674, -1.174], [2.231, 0.005, -1.639], [0.273, 2.707, 0.584], [-0.918, 0.985, 2.016], [0.805, 0.771, 1.795], [-0.616, -1.422, 1.259], [-2.027, 0.908, -0.358]], "multiplicity": 1, "smiles": "O[C@@H]1C=NNC[C@H]1S", "total_charge": 0, "gap_ev": 9.78, "total_energy_ha": -740.0719, "e_above_lowest_kj_mol": 236.64, "homo_ev": -9.06}

---

No. 4
{"formula": "C39H35ClFeN4O6PS", "method": "the ωB97M-V functional and the def2-TZVPD basis", "symbols": ["Fe", "O", "Cl", "O", "O", "O", "N", "C", "C", "C", "C", "C", "C", "S", "N", "C", "C", "C", "C", "C", "C", "N", "H", "H", "H", "H", "H", "H", "H", "H", "H", "C", "P", "C", "C", "C", "C", "C", "C", "C", "C", "C", "C", "C", "C", "H", "H", "H", "H", "H", "H", "H", "H", "H", "H", "H", "H", "H", "C", "O", "C", "C", "C", "C", "C", "C", "N", "C", "C", "C", "C", "C", "C", "C", "O", "H", "H", "H", "H", "H", "H", "H", "H", "H", "H", "H", "H", "H"], "coordinates": [[-1.057, 0.747, 0.032], [-4.319, 2.259, 1.934], [-3.035, 1.640, 1.977], [-2.600, 1.390, 3.314], [-2.054, 2.470, 1.264], [-3.064, 0.378, 1.221], [1.401, 1.695, -3.412], [2.668, 1.070, -3.500], [3.351, 1.053, -4.704], [4.592, 0.436, -4.795], [5.147, -0.178, -3.687], [4.451, -0.175, -2.483], [3.225, 0.456, -2.393], [2.389, 0.517, -0.834], [0.855, 1.081, -1.224], [0.554, 1.596, -2.352], [-0.829, 2.116, -2.519], [-1.216, 2.916, -3.581], [-2.533, 3.332, -3.689], [-3.436, 2.937, -2.723], [-2.971, 2.162, -1.678], [-1.700, 1.757, -1.575], [1.048, 2.094, -4.262], [2.910, 1.532, -5.573], [5.124, 0.438, -5.739], [6.115, -0.658, -3.751], [4.861, -0.663, -1.603], [-0.485, 3.251, -4.305], [-2.848, 3.955, -4.517], [-4.472, 3.244, -2.760], [-3.638, 1.842, -0.884], [-2.073, -1.185, -2.942], [-1.385, -1.339, -1.250], [0.172, -2.243, -1.492], [0.805, -2.301, -2.732], [2.089, -2.820, -2.842], [2.754, -3.285, -1.717], [2.128, -3.239, -0.478], [0.852, -2.711, -0.364], [-2.573, -2.501, -0.500], [-2.223, -3.747, 0.012], [-3.160, -4.511, 0.695], [-4.451, -4.039, 0.874], [-4.818, -2.811, 0.337], [-3.882, -2.046, -0.340], [-1.498, -0.469, -3.533], [-3.096, -0.816, -2.868], [-2.082, -2.154, -3.439], [0.302, -1.953, -3.628], [2.572, -2.858, -3.812], [3.759, -3.680, -1.806], [2.642, -3.601, 0.405], [0.370, -2.666, 0.608], [-1.222, -4.136, -0.133], [-2.876, -5.479, 1.091], [-5.175, -4.627, 1.426], [-5.826, -2.438, 0.466], [-4.172, -1.075, -0.728], [-0.481, 1.771, 5.164], [0.581, 1.543, 4.235], [0.919, 2.528, 3.391], [0.399, 3.819, 3.448], [0.825, 4.793, 2.566], [1.775, 4.498, 1.597], [2.305, 3.228, 1.545], [1.899, 2.241, 2.441], [2.650, 1.033, 2.426], [2.456, -0.189, 2.861], [1.290, -0.942, 3.116], [1.442, -2.026, 4.018], [0.402, -2.843, 4.343], [-0.856, -2.609, 3.762], [-1.038, -1.607, 2.846], [0.024, -0.759, 2.463], [-0.163, 0.080, 1.499], [-0.606, 0.833, 5.696], [-1.402, 2.022, 4.638], [-0.222, 2.558, 5.875], [-0.353, 4.059, 4.186], [0.404, 5.789, 2.630], [2.100, 5.254, 0.894], [3.059, 2.976, 0.803], [3.579, 1.190, 2.063], [3.395, -0.714, 3.025], [2.412, -2.177, 4.483], [0.537, -3.652, 5.048], [-1.697, -3.236, 4.038], [-2.004, -1.419, 2.390]], "multiplicity": 5, "total_charge": 1, "gap_ev": [7.00, 6.98], "total_energy_ha": -4640.6778, "e_above_lowest_kj_mol": 285.40, "homo_ev": [-10.16, -10.23]}